[1]
{
  "formula": "C3H2ClN",
  "method": "ωB97M-V with the def2-TZVPD basis set",
  "homo_lumo_gap_ha": 0.37265,
  "e_above_lowest_ev": 0.595,
  "homo_ha": -0.3825,
  "total_charge": 0,
  "lumo_ev": -0.2670,
  "smiles": "N#C/C=C/Cl",
  "elements": ["N", "C", "C", "C", "Cl", "H", "H"],
  "coordinates": [[3.157, 0.147, -0.018], [2.041, -0.131, -0.017], [0.671, -0.403, 0.005], [-0.375, 0.478, 0.045], [-2.120, -0.047, -0.019], [0.187, -1.373, 0.177], [-0.272, 1.480, 0.079]]
}

***

[2]
{
  "formula": "C3H2ClN3O",
  "method": "ωB97M-V with the def2-TZVPD basis set",
  "homo_lumo_gap_ha": 0.38948,
  "e_above_lowest_ev": 0.012,
  "homo_ha": -0.3727,
  "total_charge": 0,
  "lumo_ev": 0.4572,
  "smiles": "[H]/N=c1\\ncoc(Cl)n1",
  "elements": ["H", "N", "C", "N", "C", "O", "C", "Cl", "N", "H"],
  "coordinates": [[3.350, -0.936, 0.002], [2.445, -1.420, 0.002], [1.524, -0.544, -0.005], [1.789, 0.852, 0.000], [0.809, 1.634, -0.004], [-0.519, 1.269, 0.002], [-0.716, -0.072, -0.003], [-2.388, -0.431, 0.000], [0.169, -0.965, 0.004], [0.881, 2.739, 0.018]]
}

***

[3]
{
  "formula": "C3H2ClN3O3",
  "method": "ωB97M-V with the def2-TZVPD basis set",
  "homo_lumo_gap_ha": [0.31373, 0.29137],
  "e_above_lowest_ev": 1.380,
  "homo_ha": [-0.3397, -0.3146],
  "total_charge": 0,
  "lumo_ev": [-0.7060, -0.6315],
  "smiles": "O=C=NC(=O)N/C(Cl)=[NH+]/[O-]",
  "elements": ["O", "C", "N", "C", "O", "N", "C", "Cl", "N", "O", "H", "H"],
  "coordinates": [[-0.169, 3.294, 0.107], [-0.434, 2.207, 0.393], [-0.423, 1.090, 0.726], [-0.222, -0.167, 0.231], [-1.083, -0.991, 0.199], [1.029, -0.547, -0.251], [2.225, 0.084, -0.416], [3.605, -0.929, 0.151], [2.276, 1.363, -0.847], [3.049, 2.277, -0.307], [0.840, -1.556, -0.383], [1.856, 1.879, -1.648]]
}